Density functional theory data (ωB97M-V/def2-TZVPD) for a cluster of 2 separate species, C4H14NO in total at a distorted geometry.

Geometry as ORCA input:
```
! wB97M-V def2-TZVPD RIJCOSX def2/J DEFGRID3
* xyz 1 1
C -0.02 1.15 -0.18
C 0.73 -0.20 -0.02
C 1.85 -0.31 -1.14
C 1.38 -0.36 1.37
N -1.38 1.02 0.54
H 0.36 2.09 0.21
H -0.18 1.24 -1.29
H -0.12 -1.14 -0.23
H 2.51 0.52 -0.97
H 2.37 -1.26 -0.98
H 1.44 -0.30 -2.18
H 1.77 0.70 1.66
H 2.23 -1.01 1.41
H 0.76 -0.52 2.21
H -1.78 0.17 0.12
H -1.14 0.91 1.49
H -2.09 1.71 0.48
H -3.12 -1.10 -1.44
H -2.85 -2.16 -0.46
O -2.72 -1.15 -0.60
*
```

HOMO energy   -0.5560 Eh
Strongest force on any atom   0.0707 hartree/bohr
LUMO   -3.15 eV
ΔE to the lowest compared entry with this formula, charge and spin   1.294 eV
Kohn-Sham gap   12.0 eV